[1]
38
Properties=species:S:1:pos:R:3:forces:R:3 method="wB97M-V/def2-TZVPD" total_charge=-1 gap_ev="4.5008 / 4.5072" e_lumo_ev="2.28 / 2.28" homo_ev="-2.216 / -2.222" spin_multiplicity=3 e_tot_ha=-1777.51328
C 0.0962 -1.5545 -4.1525 -0.193 -0.620 0.300
C -1.2215 -1.6205 -3.6023 0.513 -0.556 0.114
C -1.1562 -2.3703 -2.3842 0.472 -0.298 -0.582
C 0.2054 -2.7595 -2.1807 -0.410 -0.142 -0.697
C 0.9780 -2.2632 -3.2781 -0.813 -0.100 -0.042
Pr 0.1760 -0.0512 -1.8495 0.475 1.630 -2.768
C -0.9289 1.9671 -3.4313 0.057 -1.398 0.871
C 0.4254 2.0725 -3.8921 2.369 -0.115 0.328
C 0.8256 2.5394 -5.1366 -0.601 -0.553 0.970
N 1.4570 1.5369 -2.9484 -1.515 0.707 -0.669
H -2.0017 -2.6760 -1.7675 0.318 0.273 -0.090
H -2.1300 -1.2305 -4.0643 0.427 0.013 0.242
H 0.5622 -3.4186 -1.3894 -0.076 0.417 -0.136
H 2.0381 -2.4568 -3.4530 -0.347 0.214 0.125
H 0.3691 -1.1019 -5.1079 -0.077 0.076 0.510
H -1.7168 1.9302 -4.1786 -0.030 0.321 0.248
H 2.3957 1.7103 -3.3118 -0.449 0.000 0.015
H -1.1852 2.2675 -2.4028 0.049 0.324 -0.470
H 0.0508 2.8403 -5.8355 0.256 0.224 -0.026
H 1.8766 2.5696 -5.4058 -0.130 -0.173 -0.173
C 0.0693 0.8992 6.7358 0.036 0.083 0.209
C 0.0814 0.5340 5.2792 0.013 -0.091 -0.352
C 0.1184 -0.8153 4.9163 0.030 0.053 -0.237
C 0.0375 -1.1963 3.5821 -0.060 0.177 0.050
C -0.0920 -0.2183 2.5884 -0.056 0.054 0.667
C -0.0537 1.1369 2.9251 0.002 -0.279 -0.032
C 0.0359 1.5018 4.2687 0.001 -0.157 0.143
S -0.3978 -0.7795 0.9447 0.605 0.917 -1.790
O 0.9512 -0.9203 0.2590 -1.219 -0.222 1.611
O -1.1599 -2.0000 1.0250 0.344 0.422 0.306
O -1.0787 0.3463 0.1862 0.235 -1.250 1.781
H -0.8052 0.4646 7.2370 0.132 0.111 -0.116
H 0.9552 0.5107 7.2525 -0.106 0.094 -0.102
H 0.0367 1.9827 6.8716 0.017 -0.104 0.028
H 0.1914 -1.5782 5.6930 -0.028 0.164 -0.191
H 0.0504 -2.2503 3.3140 -0.111 0.236 -0.032
H -0.1069 1.8940 2.1459 -0.092 -0.185 0.122
H 0.0509 2.5573 4.5479 -0.040 -0.268 -0.135

[2]
39
Properties=species:S:1:pos:R:3:forces:R:3 method="wB97M-V/def2-TZVPD" gap_ev=8.5017 e_lumo_ev=0.38 homo_ev=-8.120 smiles="COc1ccc(S(=O)(=O)Nc2cccc(SC)c2)cc1OC" e_tot_ha=-1733.32153
C 4.2702 1.1777 -1.3136 0.462 -2.892 -1.370
O 3.8065 0.1656 -0.3471 9.175 5.918 -1.194
C 2.7035 -0.3588 -0.3621 -4.323 4.358 -8.494
C 2.5708 -1.1694 0.5262 3.470 -9.361 11.603
C 1.5862 -1.9930 0.8783 -0.818 -4.618 4.043
C 0.5934 -1.7465 0.1153 -8.281 -1.231 -5.794
S -0.9393 -2.7547 0.2892 -5.326 12.961 -5.493
O -0.8022 -4.0090 0.5807 3.431 -14.724 3.001
O -1.8521 -2.4566 -0.8523 2.486 0.068 1.458
N -1.8095 -2.2662 1.5941 9.208 12.813 -7.631
C -2.3068 -0.9591 1.5731 -4.318 -2.558 -2.316
C -3.7454 -0.8091 1.5292 6.260 -6.969 2.578
C -4.2003 0.3382 1.5448 -11.336 5.538 -0.590
C -3.6005 1.4150 1.1420 4.551 8.335 -1.534
C -2.1343 1.3886 1.0987 -5.149 0.545 -3.338
S -1.4125 3.0666 0.5058 1.566 -4.830 1.390
C 0.3121 2.3565 0.9818 -2.223 9.444 2.180
C -1.6868 0.0219 0.9278 3.596 5.506 2.823
C 0.5141 -0.9919 -1.1561 2.671 0.754 2.489
C 1.6879 -0.2112 -1.3304 -3.054 -1.220 1.286
O 1.7087 0.8098 -2.1886 3.791 -0.937 1.887
C 0.7153 0.8203 -3.0081 -4.976 9.886 -3.220
H 4.0879 0.6967 -2.3429 0.428 1.277 1.393
H 3.7470 2.0610 -1.1488 -1.198 1.481 -0.083
H 5.3471 1.4281 -1.1940 -0.728 -0.877 0.354
H 3.4462 -1.4711 1.1515 -0.011 1.234 -0.698
H 1.4559 -3.0257 1.6859 1.002 3.801 -2.305
H -2.2373 -2.7924 2.0540 -7.992 -11.106 8.688
H -4.3412 -1.5598 1.8616 -1.553 -2.623 0.564
H -5.4629 0.4482 1.5847 3.447 -0.373 0.079
H -4.1362 2.4997 0.7976 1.273 -3.266 1.527
H 0.8974 1.8600 0.3960 2.636 -3.352 -4.163
H 0.8490 3.5089 1.0196 -0.879 -3.246 0.110
H 0.3353 2.0371 1.9749 -0.342 -0.609 1.476
H -0.6399 0.0684 1.0887 1.371 -0.745 -0.894
H -0.3734 -0.8613 -1.7847 0.369 -0.451 0.789
H 0.9992 1.7298 -3.8043 -0.688 -2.566 1.534
H -0.3206 1.4970 -2.5136 2.554 -2.467 -1.003
H 0.3673 0.0406 -3.5549 -0.552 -2.897 -1.135

[3]
33
Properties=species:S:1:pos:R:3:forces:R:3 method="wB97M-V/def2-TZVPD" gap_ev=9.7907 e_lumo_ev=0.90 homo_ev=-8.893 smiles=CCc1ccccc1.Cc1ccccc1 e_tot_ha=-582.34705
C -0.8711 -1.7053 1.8604 0.215 -1.374 -0.001
C -2.1169 -0.8533 2.0329 0.170 0.930 0.329
C -2.1202 0.4319 1.2226 0.047 -0.687 -0.091
C -1.7953 0.3806 -0.1327 -0.268 0.121 0.093
C -1.7801 1.5576 -0.8732 -1.063 -0.175 0.068
C -2.4064 2.6639 -0.3193 0.990 1.096 0.516
C -2.7597 2.7417 1.0282 -0.179 -0.878 -0.662
C -2.5112 1.6211 1.8206 -0.080 0.598 -0.053
H -0.5580 -2.1188 2.8202 0.140 0.266 0.140
H -0.0218 -1.2077 1.4031 -0.023 0.405 0.101
H -1.0005 -2.6217 1.2779 -0.355 0.187 -0.319
H -3.0651 -1.3709 1.8660 0.214 -0.257 -0.156
H -2.1467 -0.5506 3.0794 -0.158 0.044 0.112
H -1.6745 -0.6021 -0.5798 0.550 0.199 -0.082
H -1.4826 1.6258 -1.9090 0.147 -0.324 -0.067
H -2.4137 3.6041 -0.8552 -0.339 -0.103 -0.394
H -3.3339 3.6072 1.3377 0.478 0.058 0.468
H -2.5868 1.6743 2.9008 -0.417 -0.107 -0.021
C 2.2417 -2.6136 -2.1196 0.386 0.807 0.169
C 2.3803 -1.2404 -1.4917 0.457 0.285 -0.470
C 2.3317 -0.0978 -2.2926 -0.482 -0.417 0.036
C 2.2314 1.1503 -1.7072 -0.037 0.169 0.265
C 2.2803 1.2741 -0.3265 -0.588 0.029 0.175
C 2.5202 0.1634 0.4790 0.068 0.616 -0.558
C 2.5705 -1.0803 -0.1252 -0.527 -0.685 0.145
H 2.8878 -3.3177 -1.6017 -0.238 -0.276 0.057
H 2.5704 -2.5640 -3.1554 -0.093 -0.115 -0.108
H 1.1934 -2.9055 -2.0931 0.039 -0.322 0.034
H 2.2173 -0.2323 -3.3620 0.120 0.168 -0.050
H 2.0611 2.0460 -2.2864 -0.016 -0.040 -0.239
H 1.9182 2.1959 0.1248 0.697 0.080 0.012
H 2.6635 0.3465 1.5329 -0.208 -0.421 0.204
H 2.5765 -2.0026 0.4441 0.350 0.123 0.348

[4]
33
Properties=species:S:1:pos:R:3:forces:R:3 method="wB97M-V/def2-TZVPD" total_charge=+1 gap_ev="7.0274 / 3.2238" e_lumo_ev="-4.34 / -8.14" homo_ev="-11.367 / -11.366" spin_multiplicity=2 e_tot_ha=-582.02905
C 2.2993 -0.8362 -3.7850 1.278 -0.635 0.722
C -0.5594 -2.7348 -1.2816 0.629 -0.871 -0.093
C -0.6430 -1.3651 -1.5792 -0.764 0.843 0.021
C 0.4868 -3.5216 -1.8377 0.319 -0.088 -0.482
C 0.3569 -0.7283 -2.2429 0.414 -1.360 -0.784
C 1.3205 -2.9560 -2.7492 0.817 0.145 -0.057
C 1.3493 -1.5491 -2.9124 -0.808 1.036 0.022
H -1.2516 -3.2825 -0.6537 -0.309 0.491 0.033
H -1.5473 -0.8222 -1.3545 0.031 0.129 0.584
H 0.6196 -4.5730 -1.6216 -0.387 -0.011 0.145
H 0.4115 0.3189 -2.4705 -0.410 0.354 0.229
H 2.0498 -3.5149 -3.3240 -0.063 -0.222 0.223
H 2.8515 -0.1341 -3.1400 -0.333 0.280 -0.086
H 1.8513 -0.2599 -4.5959 -0.115 -0.106 0.033
H 3.0968 -1.5060 -4.1138 -0.342 0.007 -0.536
C -1.0085 0.9347 3.7661 -0.243 0.211 0.337
C -1.5787 -0.4221 3.3413 -0.175 0.526 -0.965
C -0.5348 1.7341 2.5696 0.173 -0.619 0.173
C 0.2708 1.1043 1.6129 -0.540 0.393 -0.235
C -1.0044 3.0107 2.3063 0.307 0.792 -0.503
C 0.3618 1.6307 0.3325 0.976 0.269 0.570
C -0.8143 3.5916 1.0535 0.236 -1.091 -0.425
C -0.1490 2.8907 0.0561 -0.348 0.047 -0.134
H -1.8729 1.4647 4.1718 0.278 0.208 0.311
H -0.2552 0.8465 4.5534 0.000 -0.023 -0.069
H -2.2445 -0.1997 2.5008 -0.444 -0.083 0.249
H 0.8445 0.2277 1.8800 -0.293 -0.320 -0.061
H -1.4053 3.6743 3.0599 -0.573 -0.509 0.294
H 0.9927 1.1038 -0.3659 0.076 0.065 -0.288
H -1.2701 4.5079 0.7576 -0.066 0.794 0.335
H -0.0268 3.3663 -0.9119 -0.017 -0.219 -0.016
H -2.1349 -0.9332 4.1226 0.158 -0.034 0.051
H -0.8624 -1.0681 2.8554 0.538 -0.399 0.401

[5]
88
Properties=species:S:1:pos:R:3:forces:R:3 method="wB97M-V/def2-TZVPD" gap_ev=9.8391 e_lumo_ev=-0.82 homo_ev=-10.663 e_tot_ha=-20245.70650
C 6.8262 -1.9660 0.9742 -0.106 -0.433 -0.069
S 5.2343 -1.8112 1.7396 0.196 1.190 1.995
O 5.1097 -2.6888 2.8783 0.182 -0.961 -0.678
O 5.0810 -0.4131 2.1132 -0.173 0.231 -0.877
B 3.8112 -2.0995 0.5229 0.676 -0.615 -1.710
O 3.0792 -3.2599 0.4844 -0.238 0.493 1.464
B 1.7246 -2.9570 0.4907 -0.089 -0.700 -1.208
C 0.6679 -3.6716 1.4627 -0.487 1.068 -0.760
F 0.4740 -2.9044 2.5439 0.549 -0.299 0.075
F 1.0167 -4.8855 1.8653 -0.961 0.319 -0.074
F -0.5502 -3.6671 0.7802 0.823 -0.646 0.773
O 1.2830 -1.9318 -0.3325 -0.205 0.280 1.602
B 2.0962 -0.8527 -0.0274 0.292 0.547 -2.153
P 1.4287 0.7358 0.8313 -1.218 -0.628 1.208
O 0.7272 0.2183 2.0249 0.187 -0.351 -0.055
O 2.6144 1.6991 1.2694 -0.173 0.302 -0.845
O 0.4624 1.5263 -0.1515 0.964 0.259 0.006
O 3.4546 -1.0489 -0.2924 -0.047 0.200 1.637
H 7.1133 -3.0142 0.9897 0.012 -0.048 -0.155
H 7.5067 -1.3890 1.5951 -0.075 0.093 0.141
H 6.8141 -1.5531 -0.0313 -0.085 0.014 -0.054
H 2.9259 1.3492 2.1192 0.237 0.108 0.060
H -0.1594 0.8810 -0.5260 -0.217 0.228 -0.204
C -2.0922 1.8442 -2.9982 0.097 0.213 -0.167
Cl -2.8163 1.8385 -4.6030 0.398 -0.185 -0.035
Cl -1.2578 0.3131 -2.6848 -0.047 -0.105 0.016
Cl -0.9841 3.2030 -2.8103 -0.027 -0.027 0.012
H -2.8817 1.9496 -2.2664 -0.025 -0.056 0.034
C 3.6768 4.9377 1.3015 -0.029 0.072 -0.061
Cl 5.0059 4.7230 0.1638 -0.030 -0.221 -0.053
Cl 4.2867 5.4151 2.8930 -0.054 -0.080 0.052
Cl 2.5218 6.1271 0.6972 -0.007 -0.022 0.015
H 3.1662 3.9892 1.4042 0.009 0.005 -0.014
C -5.0907 -0.9655 -0.5027 0.109 0.005 -0.117
Cl -3.4975 -1.6700 -0.2799 -0.159 0.026 -0.266
Cl -5.0488 0.2467 -1.7942 -0.098 -0.049 0.041
Cl -6.2941 -2.1958 -0.8699 -0.008 -0.044 0.062
H -5.3742 -0.4700 0.4169 -0.002 0.001 0.004
C 2.1069 6.9934 5.7221 -0.013 0.007 0.025
Cl 0.9003 5.9214 6.4333 0.010 -0.006 -0.029
Cl 1.6869 8.6835 6.0030 0.007 -0.009 -0.025
Cl 3.7144 6.6338 6.3539 0.014 -0.006 -0.023
H 2.1222 6.8223 4.6532 0.013 -0.003 -0.003
C 6.5835 8.9204 0.0569 -0.055 -0.076 -0.022
Cl 6.0816 7.6948 1.2187 0.096 0.251 0.056
Cl 7.7319 8.2483 -1.1048 0.017 0.017 0.012
Cl 5.1845 9.6019 -0.7750 0.008 0.018 0.014
H 7.0775 9.7182 0.5948 0.009 0.009 -0.013
C -6.5625 3.2652 -5.1170 0.044 -0.152 0.002
Cl -5.7358 2.6967 -3.6683 -0.432 0.279 0.095
Cl -5.9942 2.3789 -6.5365 0.004 0.017 0.076
Cl -8.3119 3.1108 -4.9314 0.015 0.098 0.014
H -6.3287 4.3130 -5.2530 -0.027 0.006 -0.020
C 4.5334 3.2428 -3.6330 -0.075 -0.024 -0.051
Cl 4.0521 2.0401 -2.4358 0.014 -0.044 0.072
Cl 5.6601 2.5479 -4.7996 0.017 0.019 0.024
Cl 3.1204 3.9100 -4.4492 0.008 0.019 0.023
H 5.0365 4.0486 -3.1146 -0.008 0.001 0.013
C -2.7597 -1.1976 3.7741 0.025 -0.056 -0.079
Cl -2.7373 -2.0280 5.3302 -0.008 0.028 0.000
Cl -2.1836 -2.2457 2.4907 -0.359 0.151 0.571
Cl -4.3915 -0.5960 3.4183 -0.004 0.045 -0.004
H -2.0944 -0.3456 3.8354 -0.014 0.013 -0.010
C -9.3496 -0.3973 -4.7798 -0.015 -0.093 0.008
Cl -8.6021 -1.0702 -3.3316 0.027 0.055 -0.018
Cl -8.7670 -1.2208 -6.2274 0.013 0.031 -0.005
Cl -11.1103 -0.4805 -4.6781 0.006 0.032 -0.001
H -9.0654 0.6437 -4.8502 -0.002 -0.047 -0.004
C -9.7331 4.7933 -8.8343 -0.022 0.041 0.113
Cl -10.9628 3.7793 -8.0776 0.011 -0.008 -0.021
Cl -10.0463 6.4999 -8.5157 0.003 -0.009 -0.027
Cl -8.1227 4.3354 -8.2787 -0.017 0.022 -0.146
H -9.7775 4.6362 -9.9035 0.002 -0.003 -0.004
C 3.9075 -7.0228 4.0524 -0.054 -0.012 -0.013
Cl 2.6935 -6.2487 3.0399 0.587 -0.349 0.490
Cl 3.2108 -7.5196 5.5961 0.116 0.018 -0.190
Cl 4.6288 -8.4082 3.2203 0.026 0.023 0.003
H 4.6916 -6.3031 4.2485 0.008 -0.004 -0.011
C 0.9833 -7.3787 -0.9991 0.249 0.071 -0.108
Cl 0.2098 -5.8462 -0.5965 -0.119 -0.470 -0.560
Cl 1.0112 -7.6253 -2.7465 -0.014 -0.036 0.016
Cl 2.6205 -7.4424 -0.3302 -0.153 -0.023 -0.062
H 0.4056 -8.1777 -0.5540 -0.010 0.015 0.020
C 0.0392 -9.8970 7.4926 0.071 -0.022 -0.087
Cl -0.6546 -9.8701 5.8710 -0.014 0.007 0.020
Cl 0.9316 -11.3938 7.7665 -0.019 0.007 0.021
Cl 1.0753 -8.4936 7.7510 -0.151 -0.031 0.202
H -0.7716 -9.8527 8.2070 -0.002 0.003 0.003

[6]
44
Properties=species:S:1:pos:R:3:forces:R:3 method="wB97M-V/def2-TZVPD" total_charge=+3 gap_ev=7.1434 e_lumo_ev=-9.98 homo_ev=-17.124 e_tot_ha=-2071.50058
Bi 0.3415 -0.0855 -1.4720 -0.299 -0.498 0.023
N 3.3614 -1.4282 0.0128 0.111 -0.067 0.025
C 3.0500 -0.1823 0.3217 0.494 -0.092 0.235
N 1.9372 0.4531 -0.0832 -0.311 -0.201 -0.185
C 1.9098 1.7840 0.3469 1.016 0.485 0.792
C 2.9788 2.1274 1.1059 -0.637 -0.250 -0.452
S 4.0804 0.8151 1.2888 -0.322 -0.221 -0.206
C 0.8362 2.6189 -0.1266 -0.244 1.351 0.263
C 0.6030 3.9267 0.1479 0.063 -0.740 -0.153
S -0.7361 4.5318 -0.7457 0.022 -0.480 -0.204
C -0.9380 2.9747 -1.4853 -0.064 0.387 0.247
N -0.0560 2.0714 -1.0472 0.079 0.033 -0.301
N -1.9176 2.7445 -2.3554 -0.128 0.124 -0.111
H 2.7183 -2.0135 -0.5079 0.091 -0.020 0.135
H 4.2183 -1.8312 0.3638 -0.005 -0.029 -0.101
H 3.2010 3.0812 1.5444 0.031 0.189 0.059
H 1.1556 4.5709 0.8021 0.104 0.159 0.171
H -2.4842 3.5254 -2.6598 -0.052 -0.133 -0.048
H -1.9758 1.9169 -2.9264 0.008 0.011 0.003
N -5.8810 -2.0926 -0.6011 -0.514 -0.159 -0.034
C -4.8810 -1.3693 -1.0962 0.515 0.119 0.481
O -4.7281 -1.0474 -2.2511 -0.029 0.027 -0.418
C -3.7718 -0.9456 -0.1272 -0.012 0.177 -0.012
C -3.8675 -0.6694 1.2348 0.229 -0.054 -0.425
C -2.7339 -0.2035 1.8980 0.163 -0.044 -0.034
C -1.5443 -0.0439 1.2083 -0.212 0.010 0.511
N -1.4628 -0.3099 -0.1021 0.091 -0.026 -0.208
C -2.5521 -0.7254 -0.7510 -0.352 -0.220 -0.039
H -6.6211 -2.3713 -1.2315 0.014 0.039 -0.007
H -6.0076 -2.3176 0.3695 0.124 0.017 0.051
H -4.7994 -0.7888 1.7699 -0.039 -0.014 0.060
H -2.7763 0.0177 2.9540 0.076 0.066 0.053
H -0.6432 0.2836 1.7013 0.117 0.099 0.109
H -2.4928 -0.9105 -1.8158 -0.011 -0.041 -0.186
C 1.2809 -4.6731 -0.2087 0.280 -0.150 -0.253
C 0.4131 -3.4775 -0.1956 0.077 -0.291 0.087
C -0.9332 -3.6614 0.3920 -0.235 0.320 0.134
O 0.8324 -2.3920 -0.6390 -0.274 0.221 -0.075
H 0.6878 -5.5794 -0.3071 -0.018 -0.067 -0.022
H 1.7904 -4.7486 0.7565 -0.021 0.054 0.120
H 2.0363 -4.6291 -0.9904 0.004 0.023 -0.023
H -0.8635 -4.2824 1.2844 0.040 -0.065 0.027
H -1.5621 -4.2161 -0.3089 0.053 -0.060 -0.105
H -1.4154 -2.7212 0.6365 -0.023 0.010 0.016